Run one
{"formula": "C9H14", "method": "ωB97M-V with the def2-TZVPD basis set", "elements": ["C", "C", "C", "C", "C", "C", "C", "H", "H", "H", "H", "H", "H", "H", "H", "C", "C", "H", "H", "H", "H", "H", "H"], "coordinates": [[-0.83, -2.00, 1.00], [-0.53, 0.19, 2.16], [-0.83, -0.54, 0.95], [-0.32, 1.52, 2.13], [-0.38, 2.25, 0.89], [-1.06, 0.26, -0.21], [-0.84, 1.61, -0.27], [-0.50, -0.40, 3.07], [-0.02, 2.10, 3.00], [0.06, -2.31, 1.57], [-0.80, -2.46, 0.01], [0.03, 3.26, 0.89], [-1.13, -0.22, -1.17], [-1.04, 2.14, -1.19], [-1.72, -2.39, 1.50], [1.84, -0.77, -1.92], [1.86, -1.37, -3.34], [0.88, -0.42, -1.56], [2.13, -1.57, -1.23], [2.66, -0.06, -1.85], [1.30, -2.30, -3.36], [1.40, -0.71, -4.07], [2.89, -1.49, -3.62]], "charge": 1, "spin_multiplicity": 2, "homo_lumo_gap_ha": [0.3708, 0.2341]}

***

Run two
{"formula": "C9H14", "method": "ωB97M-V with the def2-TZVPD basis set", "elements": ["C", "C", "C", "C", "C", "C", "C", "H", "H", "H", "H", "H", "H", "H", "H", "C", "C", "H", "H", "H", "H", "H", "H"], "coordinates": [[0.20, 0.31, -0.36], [3.94, 0.11, 1.32], [3.21, -1.07, 1.16], [3.53, 1.40, 0.85], [1.88, -1.01, 0.78], [2.27, 1.45, 0.41], [1.43, 0.28, 0.38], [4.99, 0.02, 1.55], [3.64, -2.03, 1.36], [4.20, 2.26, 0.88], [1.36, -2.00, 0.62], [1.79, 2.26, -0.12], [-0.75, -0.04, 0.10], [0.27, -0.17, -1.37], [-0.23, 1.32, -0.45], [-3.74, -0.13, -1.60], [-4.21, -0.62, -0.23], [-4.21, -0.63, -2.46], [-4.20, 0.89, -1.70], [-2.66, -0.27, -1.58], [-4.75, -1.58, -0.26], [-4.63, 0.20, 0.36], [-3.32, -0.95, 0.36]], "charge": 1, "spin_multiplicity": 2, "homo_lumo_gap_ha": [0.3411, 0.2050]}

***

Run three
{"formula": "C9H14", "method": "ωB97M-V with the def2-TZVPD basis set", "elements": ["C", "C", "C", "C", "C", "C", "C", "H", "H", "H", "H", "H", "H", "H", "H", "C", "C", "H", "H", "H", "H", "H", "H"], "coordinates": [[-1.10, 0.06, -2.48], [1.03, -0.50, -1.29], [-0.02, 0.43, -1.57], [1.88, -0.28, -0.26], [1.81, 0.95, 0.47], [-0.03, 1.67, -0.86], [0.94, 1.96, 0.05], [1.05, -1.49, -1.72], [2.61, -1.02, 0.02], [-1.62, -0.83, -2.20], [-0.73, -0.19, -3.49], [2.53, 1.18, 1.25], [-0.77, 2.43, -1.07], [0.83, 2.90, 0.58], [-1.77, 0.89, -2.70], [-1.23, -1.48, 1.44], [-0.48, -0.52, 2.36], [-2.22, -1.63, 1.84], [-1.25, -1.13, 0.41], [-0.76, -2.46, 1.48], [-0.78, 0.52, 2.24], [0.59, -0.59, 2.11], [-0.50, -0.86, 3.39]], "charge": 1, "spin_multiplicity": 2, "homo_lumo_gap_ha": [0.3766, 0.2511]}

***

Most stable to least stable, the ends of the list are run three and run two.

***

Run one
{"formula": "C4H12N2O2", "method": "ωB97M-V with the def2-TZVPD basis set", "elements": ["C", "C", "N", "O", "O", "N", "H", "H", "H", "H", "H", "H", "H", "H", "C", "C", "H", "H", "H", "H"], "coordinates": [[-1.29, -1.28, 0.78], [0.15, -1.24, 0.27], [0.15, -0.56, -1.02], [1.46, -0.54, -1.59], [0.90, -0.49, 1.21], [2.28, -0.76, 1.24], [-1.64, -0.26, 0.91], [-1.92, -1.81, 0.07], [-1.32, -1.80, 1.73], [0.57, -2.26, 0.20], [-0.43, -1.08, -1.67], [1.68, 0.41, -1.64], [2.67, -0.63, 0.30], [2.42, -1.74, 1.51], [-0.29, 2.30, -0.44], [-1.60, 2.37, -0.33], [0.34, 2.09, 0.40], [0.20, 2.47, -1.39], [-2.09, 2.23, 0.62], [-2.24, 2.58, -1.16]], "charge": 0, "homo_lumo_gap_ha": 0.3720, "smiles": "C[C@@H](NO)ON.C=C"}

***

Run two
{"formula": "C4H12N2O2", "method": "ωB97M-V with the def2-TZVPD basis set", "elements": ["C", "N", "C", "C", "C", "N", "O", "H", "H", "H", "H", "H", "H", "H", "H", "H", "H", "O", "H", "H"], "coordinates": [[-1.85, -0.05, 0.15], [-0.90, -0.77, -0.63], [0.34, -0.04, -0.73], [1.23, 0.23, 0.59], [0.35, 1.29, -1.53], [1.57, 1.44, -2.25], [-0.52, 2.06, -1.29], [-2.49, 0.51, -0.52], [-2.64, -0.55, 0.65], [-1.44, 0.74, 0.85], [-0.96, -1.80, -0.48], [1.11, -0.86, -1.17], [0.57, 0.33, 1.38], [1.76, 1.10, 0.46], [1.85, -0.70, 0.62], [1.54, 2.43, -2.58], [1.60, 0.80, -3.02], [-0.54, -2.49, 3.13], [-0.90, -1.59, 3.51], [0.32, -2.08, 2.86]], "charge": 0, "homo_lumo_gap_ha": 0.3361, "smiles": "CN[C@H](C)C(N)=O.O"}

***

Run three
{"formula": "C4H12N2O2", "method": "ωB97M-V with the def2-TZVPD basis set", "elements": ["C", "N", "C", "O", "C", "C", "N", "H", "H", "H", "H", "H", "H", "H", "H", "H", "H", "O", "H", "H"], "coordinates": [[-0.80, -0.46, 1.68], [0.10, -0.80, 0.56], [1.44, -0.65, 0.75], [1.90, -0.18, 1.79], [-0.38, -1.13, -0.74], [-1.60, -0.35, -1.43], [-1.03, 0.68, -2.27], [-1.50, 0.25, 1.23], [-0.19, -0.05, 2.50], [-1.26, -1.44, 1.93], [2.11, -0.77, -0.20], [0.43, -0.86, -1.40], [-0.77, -2.18, -0.83], [-2.06, -1.12, -2.04], [-2.45, -0.11, -0.79], [-1.66, 1.24, -2.84], [-0.74, 1.46, -1.68], [2.57, 2.39, 1.04], [3.30, 2.65, 1.61], [2.57, 1.42, 1.13]], "charge": 0, "homo_lumo_gap_ha": 0.3718, "smiles": "CN(C=O)CCN.O"}

***

Most stable to least stable, the ends of the list are run three and run one.

***

Run one
{"formula": "C4H12N2O2", "method": "ωB97M-V with the def2-TZVPD basis set", "elements": ["C", "C", "C", "N", "C", "N", "O", "H", "H", "H", "H", "H", "H", "H", "H", "H", "H", "O", "H", "H"], "coordinates": [[-0.42, 3.38, -1.49], [-1.24, 2.13, -1.18], [-0.95, 1.60, 0.24], [0.13, 0.63, 0.32], [0.07, -0.72, 0.47], [-1.17, -1.27, 0.63], [1.09, -1.39, 0.44], [0.51, 3.37, -0.91], [-0.17, 3.48, -2.54], [-0.74, 4.39, -1.21], [-0.94, 1.37, -1.90], [-2.32, 2.21, -1.18], [-0.75, 2.42, 0.94], [-1.84, 1.09, 0.61], [1.04, 1.02, 0.13], [-2.01, -0.79, 0.35], [-1.19, -2.26, 0.50], [2.32, -3.97, 0.66], [1.51, -3.57, 0.99], [2.37, -3.47, -0.16]], "charge": 0, "homo_lumo_gap_ha": 0.3832, "smiles": "CCCNC(N)=O.O"}

***

Run two
{"formula": "C4H12N2O2", "method": "ωB97M-V with the def2-TZVPD basis set", "elements": ["C", "C", "C", "O", "N", "C", "N", "H", "H", "H", "H", "H", "H", "H", "H", "H", "H", "O", "H", "H"], "coordinates": [[-0.12, 0.82, -2.04], [1.26, 0.94, -1.29], [0.80, 0.88, 0.17], [0.85, 1.85, 0.90], [0.15, -0.24, 0.73], [0.35, -1.64, 0.26], [0.40, -2.47, 1.45], [-1.03, 1.20, -1.37], [-0.36, 1.35, -2.99], [-0.27, -0.28, -2.01], [2.07, 0.35, -1.73], [1.72, 1.94, -1.32], [0.10, -0.33, 1.75], [-0.41, -1.89, -0.47], [1.27, -1.63, -0.39], [-0.48, -2.98, 1.54], [1.14, -3.14, 1.52], [-2.90, 0.31, -0.02], [-1.95, 0.24, 0.09], [-3.33, 0.78, 0.70]], "charge": 0, "homo_lumo_gap_ha": 0.3764, "smiles": "CCC(=O)NCN.O"}

***

Most stable to least stable, the ends of the list are run one and run two.

***

Run one
{"formula": "C4H12N2O2", "method": "ωB97M-V with the def2-TZVPD basis set", "elements": ["C", "N", "C", "C", "N", "C", "O", "H", "H", "H", "H", "H", "H", "H", "H", "H", "H", "O", "H", "H"], "coordinates": [[-1.34, -2.31, -0.41], [-0.87, -1.03, -0.95], [-1.03, 0.13, -0.20], [0.09, 0.17, 0.92], [1.08, 1.19, 0.92], [0.86, 2.35, 1.63], [-0.13, 2.56, 2.30], [-0.45, -3.01, -0.37], [-1.67, -2.37, 0.64], [-2.16, -2.81, -1.06], [-1.28, -0.88, -1.81], [-0.98, 1.05, -0.88], [-2.03, 0.35, 0.32], [0.61, -0.75, 0.73], [-0.25, 0.31, 2.00], [1.99, 1.11, 0.47], [1.61, 3.21, 1.52], [2.26, 0.48, -1.80], [1.34, 0.38, -1.45], [2.34, -0.11, -2.52]], "charge": 0, "homo_lumo_gap_ha": 0.3620, "smiles": "CNCCNC=O.O"}

***

Run two
{"formula": "C4H12N2O2", "method": "ωB97M-V with the def2-TZVPD basis set", "elements": ["N", "C", "N", "C", "C", "C", "O", "H", "H", "H", "H", "H", "H", "H", "H", "H", "H", "O", "H", "H"], "coordinates": [[-0.68, 1.42, 2.71], [0.49, 1.15, 1.90], [0.38, 0.09, 0.89], [-0.11, 0.57, -0.40], [1.04, 0.34, -1.47], [0.57, -0.55, -2.57], [-0.52, -0.49, -3.07], [-1.33, 1.99, 2.17], [-1.24, 0.59, 2.83], [1.30, 0.86, 2.59], [0.90, 2.04, 1.44], [-0.14, -0.71, 1.23], [-0.90, -0.04, -0.84], [-0.47, 1.59, -0.43], [1.33, 1.34, -1.81], [1.84, -0.16, -0.94], [1.24, -1.43, -2.68], [-1.34, -3.15, -0.25], [-1.34, -3.18, -1.22], [-1.02, -2.28, -0.07]], "charge": 0, "homo_lumo_gap_ha": 0.3620, "smiles": "NCNCCC=O.O"}

***

Most stable to least stable, the ends of the list are run one and run two.